C30H36ClO5Re as an isolated structure at a distorted geometry, computed with ωB97M-V with the def2-TZVPD basis set.

The geometry in XYZ format:
```
73
Properties=species:S:1:pos:R:3
C 1.922 -2.360 -3.146
C 2.614 -2.111 -1.769
C 0.396 -2.489 -2.885
C 0.247 -2.869 -1.421
H -0.005 -3.233 -3.579
H -0.091 -1.513 -3.036
C 1.473 -2.200 -0.750
H 3.054 -1.095 -1.800
H 3.398 -2.863 -1.583
C 0.920 -0.761 -0.573
H 1.792 -2.564 0.249
H 0.232 -3.963 -1.306
C -0.966 -2.144 -0.785
C 2.155 -1.298 -4.197
C 2.463 -3.535 -3.964
O 1.726 -4.417 -4.363
O 2.624 -0.182 -4.019
O 1.816 -1.750 -5.418
O 3.777 -3.594 -4.268
C 4.832 -2.647 -3.957
H 4.780 -2.246 -2.933
H 4.847 -1.829 -4.697
H 5.748 -3.242 -4.071
C 2.009 -0.792 -6.465
H 1.424 0.115 -6.262
H 1.664 -1.301 -7.368
H 3.071 -0.521 -6.546
O -0.527 -0.805 -0.545
H 1.182 -0.113 -1.450
H 1.325 -0.246 0.325
C -1.334 -2.825 0.554
C -2.201 -1.997 -1.678
H -2.441 -2.919 -2.232
H -2.074 -1.152 -2.380
H -3.043 -1.747 -1.015
H -2.050 -2.203 1.119
H -0.467 -2.983 1.220
H -1.783 -3.795 0.309
Re 0.006 2.138 2.922
C 0.377 1.188 4.793
C 0.464 0.218 3.729
C 1.496 0.633 2.817
H -0.111 -0.690 3.642
C 2.053 1.861 3.313
C 1.375 2.198 4.541
H 1.608 3.033 5.203
H -0.299 1.133 5.643
H 1.845 0.045 1.970
H 2.873 2.406 2.843
C -1.556 2.975 0.726
C -0.835 3.845 1.622
C 0.594 3.668 1.300
H -1.251 4.662 2.209
C 0.677 2.713 0.213
C -0.633 2.288 -0.113
H -0.882 1.580 -0.910
H -2.636 2.934 0.641
H 1.382 4.359 1.588
H 1.596 2.420 -0.303
Cl -4.577 0.719 1.272
C -4.297 1.828 2.556
C -5.313 2.696 2.956
C -5.084 3.607 4.003
C -3.885 3.573 4.717
C -2.940 2.606 4.418
C -3.057 1.842 3.244
C -1.917 1.032 2.790
H -6.261 2.676 2.424
H -5.840 4.361 4.238
H -3.682 4.284 5.520
H -2.065 2.457 5.062
H -1.882 0.102 3.375
H -1.855 0.795 1.715
```

Multiplicity ... 4
Charge ... -1
Frontier orbital gap (spin up / spin down) ... 3.407 / 5.141 eV
⟨S²⟩ ... 3.7808

***

C30H36MoN5O6S3 as an isolated structure at a distorted geometry, computed with ωB97M-V with the def2-TZVPD basis set.

The geometry in XYZ format:
```
81
Properties=species:S:1:pos:R:3
Mo 1.340 -0.581 0.646
C 0.770 5.280 1.894
C 1.731 4.531 2.803
N 2.439 3.439 2.138
C 1.894 2.242 1.897
S 2.998 0.978 1.364
N 0.627 2.046 2.156
N 0.251 0.738 1.974
C -0.861 0.353 2.494
C -1.788 1.247 3.241
C -1.140 -1.085 2.340
C -2.201 -1.709 2.962
C -2.371 -3.077 2.800
C -1.463 -3.781 2.034
C -0.415 -3.092 1.457
N -0.266 -1.773 1.590
H 0.254 6.060 2.456
H 0.022 4.596 1.495
H 1.300 5.753 1.065
H 1.194 4.110 3.653
H 2.493 5.201 3.199
H 3.387 3.580 1.838
H -1.502 2.283 3.100
H -1.761 1.016 4.309
H -2.810 1.095 2.890
H -2.886 -1.135 3.569
H -3.198 -3.584 3.279
H -1.534 -4.851 1.905
H 0.345 -3.610 0.887
O 0.044 -1.671 -0.919
C 0.560 -2.779 -1.634
C 2.065 -2.722 -1.539
C 2.853 -3.580 -2.287
C 4.227 -3.517 -2.162
C 4.780 -2.588 -1.293
C 3.935 -1.772 -0.579
N 2.598 -1.828 -0.701
H -0.924 -1.637 -0.800
H 0.264 -2.722 -2.685
H 0.195 -3.729 -1.232
H 2.383 -4.292 -2.953
H 4.860 -4.184 -2.731
H 5.849 -2.502 -1.163
H 4.326 -1.050 0.124
C 4.098 -3.108 3.398
S 2.596 -3.151 2.492
O 1.558 -3.610 3.382
O 2.803 -3.934 1.292
O 2.397 -1.682 2.143
H 4.274 -4.112 3.778
H 3.982 -2.400 4.215
H 4.901 -2.806 2.728
C 1.679 1.356 -1.764
O 1.016 0.681 -0.735
H 2.079 0.660 -2.509
H 2.510 1.944 -1.362
H 0.978 2.032 -2.259
O -2.109 -0.506 -0.268
S -3.330 0.094 -0.915
C -3.149 -0.201 -2.669
C -4.266 -0.522 -3.419
C -4.122 -0.729 -4.787
C -2.870 -0.626 -5.374
C -1.751 -0.319 -4.601
C -1.886 -0.101 -3.241
C -3.080 1.867 -0.980
C -4.131 2.672 -1.397
C -3.931 4.040 -1.493
C -2.692 4.583 -1.172
C -1.658 3.763 -0.744
C -1.849 2.391 -0.632
H -5.235 -0.615 -2.945
H -4.986 -0.976 -5.389
H -2.760 -0.787 -6.438
H -0.778 -0.237 -5.069
H -1.032 0.148 -2.619
H -5.092 2.238 -1.653
H -4.739 4.680 -1.820
H -2.536 5.651 -1.253
H -0.694 4.191 -0.496
H -1.055 1.735 -0.305
```

Multiplicity ... 3
Charge ... +1
Frontier orbital gap (spin up / spin down) ... 7.689 / 7.547 eV
⟨S²⟩ ... 2.0159

***

C30H37AsBN6O2Ti as an isolated structure at a distorted geometry, computed with ωB97M-V with the def2-TZVPD basis set.

The geometry in XYZ format:
```
78
Properties=species:S:1:pos:R:3
Ti -0.468 -0.098 0.578
C -1.182 -0.634 4.702
C -1.538 -1.134 3.445
N -1.539 -0.157 2.543
N -1.181 0.974 3.193
C -0.968 0.714 4.495
B -1.262 2.350 2.488
N 0.108 2.654 1.858
C 0.814 3.797 1.881
C 1.807 3.703 0.928
C 1.623 2.443 0.354
N 0.596 1.814 0.915
N -2.256 2.214 1.333
C -3.497 2.723 1.209
C -4.057 2.199 0.063
C -3.072 1.360 -0.461
N -1.984 1.383 0.303
H -1.093 -1.180 5.626
H -1.788 -2.142 3.156
H -0.654 1.494 5.169
H -1.583 3.221 3.253
H 0.566 4.591 2.565
H 2.562 4.432 0.687
H 2.205 1.978 -0.418
H -3.892 3.416 1.933
H -5.039 2.391 -0.336
H -3.100 0.756 -1.353
C -2.982 -2.903 -1.164
C -1.805 -2.479 -0.316
O -1.546 -1.152 -0.306
C -1.073 -3.370 0.437
C -1.375 -4.779 0.508
C -0.617 -5.660 1.243
C 0.500 -5.238 1.970
C 0.804 -3.866 1.959
C 0.056 -2.957 1.254
O 0.392 -1.611 1.397
H -3.291 -2.053 -1.775
H -3.848 -3.211 -0.553
H -2.729 -3.739 -1.826
H -2.237 -5.155 -0.033
H -0.891 -6.714 1.253
H 1.100 -5.935 2.542
H 1.652 -3.490 2.522
C -0.873 -0.610 -5.528
C -0.946 0.698 -4.745
As -0.538 0.465 -2.724
C 1.412 0.266 -3.038
C 1.842 -1.198 -2.951
C -0.610 2.444 -2.420
C 0.278 3.338 -3.282
H -1.272 -0.493 -6.541
H -1.443 -1.394 -5.023
H 0.161 -0.951 -5.612
H -1.961 1.107 -4.806
H -0.267 1.427 -5.193
H 1.915 0.825 -2.248
H 1.694 0.700 -4.004
H 1.639 -1.552 -1.934
H 2.913 -1.304 -3.153
H 1.293 -1.819 -3.665
H -0.348 2.579 -1.374
H -1.654 2.752 -2.529
H 1.316 3.001 -3.251
H 0.251 4.371 -2.922
H -0.052 3.342 -4.322
C 1.370 -1.020 0.433
C 2.439 -0.454 1.166
C 2.563 -0.442 2.599
C 3.650 0.115 3.235
C 4.714 0.679 2.522
C 4.652 0.636 1.127
C 3.577 0.075 0.475
H 1.760 -0.856 3.198
H 3.675 0.130 4.322
H 5.558 1.129 3.032
H 5.473 1.050 0.545
H 3.580 0.013 -0.610
```

Multiplicity ... 2
Charge ... -2
Frontier orbital gap (spin up / spin down) ... 3.059 / 3.067 eV
⟨S²⟩ ... 0.7603

***

C30H37BCdN3O4P as an isolated structure, computed with ωB97M-V with the def2-TZVPD basis set.

The geometry in XYZ format:
```
77
Properties=species:S:1:pos:R:3
Cd 0.459 0.069 0.182
O -1.062 3.859 -1.620
C -0.531 2.910 -1.030
O -0.349 1.724 -1.438
C -0.014 3.192 0.382
C 0.421 4.438 0.798
C 0.949 4.555 2.078
C 1.003 3.449 2.915
C 0.536 2.241 2.429
N 0.040 2.145 1.200
C 0.589 0.940 3.242
O 0.819 1.061 4.448
O 0.390 -0.124 2.576
H 0.356 5.273 0.114
H 1.337 5.509 2.417
H 1.412 3.486 3.915
C -4.062 -2.136 1.494
C -2.792 -1.300 1.364
C -3.047 0.132 1.842
P -1.909 -1.242 -0.259
C -3.090 -0.785 -1.604
C -4.261 -1.704 -1.958
C -2.253 -0.527 -2.865
C -1.321 -2.922 -0.591
C -2.169 -4.007 -0.830
C -1.725 -5.287 -1.123
C -2.680 -6.431 -1.351
C -0.339 -5.462 -1.182
C 0.546 -4.434 -0.945
C 0.105 -3.116 -0.610
N 0.959 -2.119 -0.321
C 2.347 -2.390 -0.333
C 2.992 -2.772 0.847
C 2.182 -2.979 2.099
C 4.376 -2.903 0.851
C 5.139 -2.664 -0.287
C 6.644 -2.703 -0.230
C 4.477 -2.309 -1.454
C 3.094 -2.162 -1.492
C 2.401 -1.724 -2.752
H -4.357 -2.189 2.547
H -3.935 -3.159 1.135
H -4.892 -1.677 0.952
H -2.018 -1.739 2.001
H -3.733 0.655 1.166
H -2.122 0.704 1.901
H -3.505 0.123 2.836
H -3.484 0.181 -1.266
H -3.902 -2.599 -2.469
H -4.920 -1.178 -2.656
H -4.860 -2.018 -1.105
H -1.757 -1.454 -3.175
H -1.502 0.245 -2.701
H -2.906 -0.207 -3.684
H -3.240 -3.846 -0.784
H -3.708 -6.068 -1.427
H -2.655 -7.166 -0.540
H -2.456 -6.971 -2.277
H 0.060 -6.446 -1.421
H 1.612 -4.620 -0.995
H 1.703 -2.048 2.417
H 2.818 -3.342 2.910
H 1.382 -3.706 1.933
H 4.874 -3.169 1.781
H 7.000 -3.509 0.418
H 7.041 -1.761 0.159
H 7.072 -2.850 -1.224
H 5.054 -2.092 -2.349
H 3.130 -1.481 -3.528
H 1.783 -0.841 -2.580
H 1.735 -2.507 -3.128
B 5.159 1.797 -0.077
C 3.670 1.224 -0.043
N 2.598 0.798 -0.020
H 5.925 0.846 -0.041
H 5.293 2.428 -1.113
H 5.308 2.518 0.896
```

Charge ... -2
Frontier orbital gap ... 6.344 eV

***

C30H37N6O3S2SiY as an isolated structure at a distorted geometry, computed with ωB97M-V with the def2-TZVPD basis set.

The geometry in XYZ format:
```
80
Properties=species:S:1:pos:R:3
Y 0.025 -0.044 -0.401
N 2.256 -2.374 3.210
C 2.051 -1.662 2.059
S 1.240 -2.461 0.758
N 2.547 -0.456 2.081
N 2.186 0.354 1.039
C 3.010 1.307 0.811
C 4.325 1.427 1.511
C 5.502 1.220 0.799
C 6.735 1.321 1.433
C 6.796 1.639 2.782
C 5.621 1.850 3.496
C 4.392 1.739 2.865
C 2.610 2.362 -0.153
C 3.430 3.456 -0.408
C 2.988 4.444 -1.273
C 1.742 4.320 -1.858
C 0.986 3.208 -1.536
N 1.403 2.258 -0.705
H 2.228 -3.374 3.127
H 2.925 -1.982 3.854
H 5.450 0.973 -0.257
H 7.647 1.153 0.870
H 7.756 1.721 3.278
H 5.664 2.098 4.551
H 3.474 1.893 3.420
H 4.393 3.534 0.076
H 3.612 5.306 -1.477
H 1.354 5.068 -2.538
H -0.005 3.074 -1.959
C 2.261 -1.165 -4.027
C 1.367 -0.732 -2.901
O 0.757 -1.593 -2.229
O 1.229 0.514 -2.653
H 2.799 -2.068 -3.748
H 2.953 -0.370 -4.291
H 1.637 -1.396 -4.893
C -1.727 -3.988 1.631
S -1.590 -2.297 2.164
C -3.192 -2.201 2.925
O -1.750 -1.464 0.900
H -2.614 -4.075 1.002
H -1.806 -4.621 2.518
H -0.822 -4.222 1.075
H -3.952 -2.493 2.198
H -3.339 -1.167 3.222
H -3.199 -2.857 3.799
C -0.535 1.241 3.251
Si -1.055 1.710 1.482
C -0.602 3.560 1.414
C -2.962 1.822 1.551
C -3.675 2.276 0.432
C -5.060 2.392 0.439
C -5.783 2.047 1.576
C -5.104 1.597 2.702
C -3.714 1.494 2.685
H -0.940 1.944 3.990
H 0.559 1.260 3.324
H -0.848 0.227 3.536
H -1.087 4.106 2.232
H -0.916 4.024 0.470
H 0.483 3.701 1.505
H -3.131 2.546 -0.473
H -5.579 2.745 -0.446
H -6.862 2.143 1.589
H -5.657 1.340 3.600
H -3.200 1.172 3.588
N -1.152 1.480 -3.685
C -2.243 0.843 -3.161
C -3.486 0.919 -3.812
C -4.582 0.319 -3.246
C -4.448 -0.354 -2.034
C -3.206 -0.382 -1.455
N -2.108 0.195 -1.993
H -1.216 1.771 -4.643
H -0.226 1.194 -3.368
H -3.555 1.448 -4.755
H -5.544 0.375 -3.741
H -5.287 -0.828 -1.545
H -3.058 -0.879 -0.507
```

Frontier orbital gap ... 6.675 eV

***

C30H37N6O3S2SiY as an isolated structure, computed with ωB97M-V with the def2-TZVPD basis set.

The geometry in XYZ format:
```
80
Properties=species:S:1:pos:R:3
Y 0.500 -0.509 0.169
N -2.179 -3.529 -1.617
C -1.661 -2.801 -0.593
S -0.050 -3.188 -0.058
N -2.410 -1.847 -0.103
N -1.738 -1.200 0.912
C -2.335 -1.061 2.034
C -3.745 -1.442 2.284
C -4.764 -0.855 1.539
C -6.084 -1.200 1.779
C -6.394 -2.142 2.750
C -5.381 -2.738 3.485
C -4.060 -2.384 3.258
C -1.477 -0.619 3.154
C -2.011 -0.198 4.368
C -1.147 0.119 5.401
C 0.217 -0.003 5.196
C 0.664 -0.408 3.947
N -0.153 -0.706 2.941
H -1.718 -4.390 -1.851
H -3.169 -3.456 -1.780
H -4.511 -0.142 0.766
H -6.874 -0.738 1.201
H -7.426 -2.413 2.931
H -5.618 -3.480 4.236
H -3.267 -2.850 3.831
H -3.081 -0.119 4.487
H -1.536 0.454 6.354
H 0.929 0.217 5.979
H 1.721 -0.482 3.733
C 3.124 2.793 1.116
C 2.300 1.580 0.754
O 2.164 1.242 -0.446
O 1.751 0.911 1.685
H 3.421 3.333 0.222
H 4.011 2.480 1.669
H 2.546 3.440 1.776
C 4.600 -2.639 -1.123
S 3.862 -1.115 -0.521
C 4.844 -0.917 0.973
O 2.525 -1.589 0.000
H 4.607 -3.391 -0.337
H 5.605 -2.437 -1.490
H 3.967 -2.967 -1.945
H 4.794 -1.828 1.567
H 4.401 -0.089 1.523
H 5.871 -0.677 0.702
C -1.410 -0.495 -3.662
Si 0.267 -0.750 -2.759
C 0.851 -2.443 -3.453
C 1.435 0.472 -3.669
C 1.002 1.700 -4.175
C 1.877 2.615 -4.745
C 3.230 2.322 -4.833
C 3.689 1.102 -4.355
C 2.802 0.202 -3.785
H -1.300 -0.607 -4.744
H -1.887 0.471 -3.478
H -2.107 -1.260 -3.312
H 1.049 -2.382 -4.527
H 0.070 -3.187 -3.288
H 1.745 -2.818 -2.950
H -0.055 1.947 -4.139
H 1.501 3.556 -5.130
H 3.916 3.030 -5.279
H 4.741 0.851 -4.434
H 3.184 -0.753 -3.435
N -0.677 2.466 2.430
C -0.746 2.840 1.106
C -0.941 4.188 0.775
C -1.035 4.550 -0.548
C -0.948 3.563 -1.521
C -0.778 2.262 -1.108
N -0.678 1.872 0.177
H -0.474 3.223 3.065
H -0.064 1.676 2.585
H -1.003 4.924 1.566
H -1.170 5.589 -0.819
H -1.004 3.789 -2.576
H -0.714 1.466 -1.838
```

Frontier orbital gap ... 6.075 eV